{"formula": "C3H6N4S", "method": "ωB97M-V/def2-TZVPD", "elements": ["C", "C", "C", "H", "H", "H", "H", "H", "H", "N", "N", "N", "N", "S"], "coordinates": [[-2.5107, -0.0985, -0.1182], [-0.3345, -0.5807, 0.1297], [2.3771, 0.5631, -0.0751], [-3.6223, -0.4965, -0.6241], [-2.8390, 0.2150, 1.0813], [-1.8579, 0.9688, -0.7086], [-0.7720, 1.4522, 0.1858], [3.2132, 1.0388, -0.2629], [3.2146, -1.3217, 0.5799], [-1.4584, -1.0818, 0.0837], [0.0765, 0.6897, -0.0012], [1.2626, 1.3429, -0.2411], [2.3118, -0.8519, 0.2166], [0.9389, -1.8393, -0.2456]], "forces_ev_per_angstrom": [[-1.624, 2.029, 1.720], [4.286, -1.452, -1.305], [-8.460, -2.317, 0.193], [3.821, 1.107, 1.168], [0.687, -0.255, -3.538], [-3.351, -3.119, 1.114], [3.382, -2.685, -0.567], [4.417, 1.930, -0.635], [-2.392, 1.083, -0.964], [-3.850, -0.073, -0.553], [-3.738, 4.168, 1.503], [4.185, -3.423, 0.766], [2.215, 1.491, 0.513], [0.420, 1.515, 0.585]], "relative_energy_kj_mol": 573.1, "gap_ha": 0.3146, "energy_ev": -19998.3965}


{"formula": "C7H14N2", "method": "ωB97M-V/def2-TZVPD", "elements": ["C", "C", "C", "H", "H", "H", "H", "H", "H", "H", "H", "C", "C", "C", "C", "N", "N", "H", "H", "H", "H", "H", "H"], "coordinates": [[-0.5475, -0.0303, -2.5539], [-0.0318, -1.2977, -1.8809], [0.4770, 0.6642, -3.4479], [-1.3972, -0.2170, -3.2081], [-0.9876, 0.6847, -1.8557], [0.8836, -1.6149, -2.3844], [1.2774, 1.1684, -2.8988], [0.9270, -0.0082, -4.1761], [-0.7561, -2.1020, -1.9518], [0.2252, -1.1939, -0.8294], [-0.0018, 1.4683, -4.0085], [-1.6785, 0.7967, 3.1065], [0.2282, 0.4195, 1.4058], [-0.3218, 0.4033, 2.6372], [1.5749, -0.5845, 2.7901], [1.4822, -0.1428, 1.5105], [0.5579, -0.2270, 3.5083], [-0.2611, 0.7719, 0.5119], [1.9317, -0.6446, 0.7605], [-2.0786, 1.6128, 2.5026], [-1.6168, 1.1385, 4.1345], [2.4563, -0.9989, 3.2539], [-2.3426, -0.0663, 3.0737]], "forces_ev_per_angstrom": [[-0.213, 0.487, -0.416], [0.179, -0.060, -0.216], [0.063, 0.709, 0.176], [-0.097, -0.577, -0.037], [0.315, 0.030, 0.290], [-0.066, -0.188, -0.045], [0.074, -0.296, 0.142], [-0.004, -0.165, 0.054], [-0.054, -0.179, 0.040], [-0.118, 0.230, 0.087], [-0.095, -0.032, -0.099], [0.202, 0.312, -0.165], [-0.765, 0.484, -0.411], [0.259, -0.639, 0.711], [0.381, 0.506, 0.975], [-0.062, -0.775, -0.595], [-0.537, 0.119, 0.231], [0.526, -0.043, -0.243], [0.177, 0.406, -0.129], [-0.140, -0.153, -0.013], [-0.030, 0.018, 0.138], [0.143, -0.267, -0.457], [-0.139, 0.071, -0.019]], "relative_energy_kj_mol": 33.4, "smiles": "Cc1c[nH]cn1.CCC", "gap_ha": 0.3535, "energy_ev": -10466.0203}